Entry from OMol25: a 2-piece molecular cluster, C5H10NO overall at a distorted geometry (the ωB97M-V functional and the def2-TZVPD basis).

Structure (XYZ):
```
17
Properties=species:S:1:pos:R:3
C 0.304 -0.382 0.117
C -1.533 1.387 -0.021
C -2.205 -0.015 0.054
C 0.344 -1.880 0.174
C 1.903 1.014 0.066
N -0.813 0.168 -0.120
O 3.031 0.361 -0.370
H -1.571 1.938 -0.984
H -1.452 2.036 0.816
H -2.391 -0.466 0.998
H -2.534 -0.534 -0.792
H -0.485 -2.237 0.758
H 1.319 -2.348 0.536
H 0.120 -2.148 -0.889
H 1.537 1.653 -0.738
H 1.793 1.452 1.119
H 3.475 -0.164 0.238
```

Output
- relative energy (zero: lowest compared OMol25 entry of this formula, charge and spin) (kJ/mol) = 444.4
- gap between HOMO and LUMO (eV) = 10.402
- energy (eV) = -8873.9747
- net charge = +1


Entry from OMol25: one molecule with the formula C9H9NO at a distorted geometry (the ωB97M-V functional and the def2-TZVPD basis).

Structure (XYZ):
```
20
Properties=species:S:1:pos:R:3
C -1.286 2.182 -0.919
C -0.047 2.276 -1.651
C -1.621 1.091 -0.142
C 0.960 1.290 -1.536
C -0.671 0.077 -0.173
C 0.560 0.148 -0.806
C 0.038 -1.776 1.853
C -0.404 -1.341 0.406
C 1.001 -1.292 -0.335
N 1.359 -1.275 1.958
O 1.998 -1.401 0.710
H -2.005 3.011 -0.933
H 0.128 3.092 -2.342
H -2.474 0.976 0.530
H 1.929 1.438 -2.072
H -0.606 -1.373 2.636
H 0.053 -2.856 2.000
H -1.225 -2.015 -0.007
H 1.187 -1.961 -1.222
H 1.125 -0.289 2.047
```

Output
- relative energy (zero: lowest compared OMol25 entry of this formula, charge and spin) (kJ/mol) = 395.5
- gap between HOMO and LUMO (eV) = 9.805
- energy (eV) = -13013.0871
- structure (SMILES) = c1ccc2c(c1)[C@H]1ONC[C@@H]21


Number 1: molecular weight 100.1 g/mol, HOMO -0.52108 hartree. Number 2: molecular weight 147.2 g/mol, HOMO -0.32865 hartree.